(1)
# C3H7N2S

The ion C3H7N2S with charge +1 at a distorted geometry (wB97M-V/def2-TZVPD, the Open Molecules 2025 dataset).

XYZ file:
```
13
Properties=species:S:1:pos:R:3:lowdin_charge:R:1
H 2.7388 -2.3556 0.3754 0.06
H -0.7466 -1.5017 0.4703 0.11
C -0.3688 -0.8624 -0.3382 -0.04
H -0.3534 0.9132 -1.2199 0.14
H -0.2645 -1.2581 -1.2652 0.04
S 2.0254 1.1538 -0.3088 0.99
H 0.4532 0.8767 1.6445 0.12
N -0.5778 0.5229 -0.3214 -0.11
N 2.7069 -1.4080 0.3431 0.18
C 0.4300 1.3174 0.6049 -0.35
C 1.9719 -0.5728 -0.1022 -0.48
H -1.6242 0.6586 -0.0054 0.23
H -0.0505 2.3400 0.7346 0.12
```

* net charge: +1
* frontier orbital gap (spin up / spin down): 8.65 / 8.65 eV
* highest occupied orbital energy (spin up / spin down): -12.6 / -12.6 eV
* relative energy (zero: lowest compared OMol25 entry of this formula, charge and spin): 102.9 kcal per mole

=====

(2)
# C7H12N3

The ion C7H12N3 with charge +1 at a distorted geometry (wB97M-V/def2-TZVPD, the Open Molecules 2025 dataset).

XYZ file:
```
22
Properties=species:S:1:pos:R:3:lowdin_charge:R:1
H 2.6775 2.9312 -0.3808 0.11
H 3.7944 0.0078 -0.3499 0.10
H 1.8030 1.5661 1.2376 0.17
N -3.5722 -0.0753 -1.5874 0.11
C -1.7057 -1.8944 1.0699 -0.22
H 1.8487 -1.0562 -0.2286 0.15
C 1.3091 -0.2244 0.3110 -0.05
C -2.6396 -0.5454 -0.6836 -0.14
C 2.6572 1.8856 -0.5896 0.01
C -2.7082 -1.6439 0.1257 -0.09
N -0.6038 -1.3970 1.1906 0.08
C 3.5580 0.8644 0.1873 0.02
H -3.5873 -2.3668 0.1295 0.13
N 2.1089 0.9995 0.4775 -0.07
H -4.5144 -0.4574 -1.6005 0.12
H -3.3153 0.6232 -2.2210 0.08
H -1.7668 0.1316 -0.4628 0.12
H 2.4709 1.7264 -1.6308 0.12
C 0.1227 -0.2877 0.9337 -0.16
H -1.9161 -2.7112 1.8193 0.14
H -0.2852 0.5976 1.3733 0.13
H 4.2643 1.3262 0.8795 0.14
```

* net charge: +1
* frontier orbital gap: 8.84 eV
* highest occupied orbital energy: -11.6 eV
* SMILES string: N/C=C/C=N\C=C\[NH+]1CC1
* relative energy (zero: lowest compared OMol25 entry of this formula, charge and spin): 107.4 kcal per mole

=====

(3)
# C11H27AlBN3O5PS

A structure of composition C11H27AlBN3O5PS at a distorted geometry (wB97M-V/def2-TZVPD, the Open Molecules 2025 dataset).

XYZ file:
```
50
Properties=species:S:1:pos:R:3:lowdin_charge:R:1
O 2.4757 5.3316 -0.2591 -0.01
H -3.4238 -1.6460 1.2457 0.06
H 4.6004 2.8459 -2.2062 0.05
H -3.0679 -1.0411 3.3468 0.11
O -2.1305 -1.3153 -0.8899 -0.09
H 4.6949 3.9484 -3.6036 0.09
O 1.2082 -0.6092 0.7440 -0.33
Al 1.0211 -1.3038 -0.9958 0.04
H -6.7591 -2.6419 2.2338 0.08
H 0.7585 -5.2362 0.9886 0.04
H -5.1127 -1.4076 0.7282 0.09
H -0.6087 -4.4972 -0.2284 0.03
H -1.5511 0.9255 2.3876 0.07
H 5.9423 4.0132 -2.3252 0.09
C -6.2289 -2.2509 3.1064 -0.06
H -0.7983 -2.3490 -3.8833 0.08
H 5.1230 6.3597 -2.8942 0.08
C -1.1012 -1.3096 -3.3875 -0.13
H -0.1615 1.0076 0.0292 0.10
C 4.8798 3.8524 -2.5297 -0.07
C 3.1593 4.5323 -0.8855 -0.32
H 3.0589 3.4455 -0.7325 0.12
H -4.5124 -3.0497 1.0992 0.09
H 0.0971 -3.3959 1.1284 0.03
H -2.3706 -0.3319 -0.7882 0.11
O 3.2257 -3.7159 -0.0816 -0.49
H 3.6525 -4.6089 -0.2424 0.03
H -1.0918 -0.9664 2.0538 0.07
H 4.6571 6.7700 -1.2169 0.09
N 2.3027 -0.4096 -2.1616 0.00
C 0.3411 0.5544 0.9839 -0.34
O -4.3684 -1.1653 4.9009 -0.01
C -4.0648 -1.3200 3.7251 -0.32
C -4.4527 -1.9928 1.3750 -0.06
B -0.8997 -1.3206 -1.7294 -0.43
S 4.5073 0.5409 -0.1681 0.49
N 4.1095 4.8596 -1.8292 -0.21
C -0.6938 0.1499 2.1917 -0.13
H -6.1710 -3.0233 3.8793 0.09
C 3.3020 0.0216 -1.2980 -0.68
H -0.0494 0.1206 3.1940 0.09
H -6.7685 -1.3889 3.5099 0.09
P 1.6639 -3.5780 -0.8400 0.69
N -4.8869 -1.8411 2.7486 -0.21
H -0.4354 -0.4989 -3.9234 0.06
H -2.2324 -1.1385 -3.7054 0.06
C 0.3604 -4.3046 0.4012 -0.39
H 1.0383 1.4176 1.4244 0.12
C 4.3466 6.2558 -2.1314 -0.06
H 3.4156 6.7055 -2.4893 0.09
```

* net charge: -1
* frontier orbital gap: 6.52 eV
* highest occupied orbital energy: -4.0 eV

=====

(4)
# C3H3N3O2

A structure of composition C3H3N3O2 at a distorted geometry (wB97M-V/def2-TZVPD, the Open Molecules 2025 dataset).

XYZ file:
```
11
Properties=species:S:1:pos:R:3:lowdin_charge:R:1
C 1.5788 1.0580 -0.0669 -0.10
C -0.4869 0.2894 0.0574 -0.55
O -0.1057 -0.9724 0.1000 0.01
O -2.5383 -0.4654 -0.1635 -0.17
N -1.6659 0.7029 -0.0257 0.05
H 2.3980 1.8524 0.0373 0.14
C 2.0699 -0.3348 0.0034 -0.09
H 3.1266 -0.7057 -0.1086 0.13
N 0.3617 1.3083 0.0316 0.15
H -3.3298 -0.0249 0.7237 0.26
N 1.3023 -1.3962 -0.0215 0.16
```

* frontier orbital gap: 8.26 eV
* highest occupied orbital energy: -9.2 eV
* relative energy (zero: lowest compared OMol25 entry of this formula, charge and spin): 173.0 kcal per mole

=====

(5)
# C6H35N2O9

A cluster of 10 separate species, C6H35N2O9 in total at a distorted geometry (wB97M-V/def2-TZVPD, the Open Molecules 2025 dataset).

XYZ file:
```
52
Properties=species:S:1:pos:R:3:lowdin_charge:R:1
H -5.1972 -0.3303 -1.8521 0.08
H -1.2648 -1.5468 -3.1991 0.15
H 1.9948 4.2743 3.8871 0.07
H 0.8577 -0.3378 3.6063 0.05
H 3.1709 -0.9076 2.7021 0.04
H -2.9476 -1.7784 -1.4104 0.12
O 2.0209 3.7067 3.1063 -0.06
C -0.2581 -2.2274 -1.4225 -0.39
O 0.3929 2.0279 -0.5949 -0.07
C -2.4218 -0.8338 -1.5605 -0.17
H 2.8024 0.7763 4.0280 0.01
H -4.9910 0.1919 -3.5159 0.08
H 4.0368 1.1058 3.2576 0.03
H -0.2977 -4.3639 -1.1042 0.09
H -0.7432 3.0103 -4.0969 0.06
H 0.7014 -0.1064 -2.4376 0.16
N -3.1606 0.0305 -2.4969 -0.12
H 0.6075 -2.5792 0.5124 0.09
C -0.0006 -1.8169 0.0198 -0.06
H -1.3488 0.5040 3.8517 0.07
H -0.6238 0.6942 -3.0921 0.09
H 1.2906 1.6497 -0.6558 0.06
H 3.7165 -0.5585 0.4584 -0.03
O 1.7657 -0.6713 3.8735 -0.06
H 0.7259 -2.2620 -1.9206 0.14
H -1.8631 -3.6018 -0.8828 0.08
H -0.3408 0.7263 -1.4385 0.11
O 3.4651 1.4912 3.9151 -0.05
H 0.6269 3.1011 2.4230 0.04
H -1.2032 -3.8446 -2.5069 0.09
C -1.0604 -1.1701 -2.2007 -0.27
H -0.6236 1.1954 2.7064 0.01
H -1.8017 2.0615 -4.7113 0.07
O 3.9613 -0.8506 2.0961 -0.07
O 3.5755 -0.3590 -0.4938 -0.10
H -3.1210 0.9874 -2.1733 0.10
H -2.2959 -0.3546 -0.5897 0.12
H 1.5951 -1.2132 4.6349 0.07
H -0.9400 -1.7759 0.5746 0.08
H 0.2482 2.2641 0.3555 0.03
H 2.5810 2.9228 3.3640 0.03
H -4.5971 -1.4203 -3.1000 0.09
O -0.2060 2.7298 2.0059 -0.07
O -0.9689 2.0901 -4.2116 -0.04
C -0.9492 -3.5777 -1.4807 -0.06
O -0.7309 0.3114 3.1367 -0.07
N -0.2890 0.1080 -2.3119 0.19
C -4.5341 -0.3883 -2.7194 -0.13
H 0.4852 -0.8517 0.1225 0.06
H 4.4497 -0.1113 -0.8227 0.04
H -0.8344 3.4580 1.9996 0.09
H 4.5423 -1.5797 2.3651 0.09
```

* net charge: +1
* frontier orbital gap: 9.74 eV
* highest occupied orbital energy: -12.0 eV
* relative energy (zero: lowest compared OMol25 entry of this formula, charge and spin): 0.0 kcal per mole